Below is a 2-piece molecular cluster, C8Cl2N3O4 overall, with properties calculated with ωB97M-V/def2-TZVPD.

```
17
Properties=species:S:1:pos:R:3:mulliken_charge:R:1
N -2.62 -2.28 0.70 -0.562
C -1.67 -1.62 0.55 -0.094
C -0.47 -0.88 0.39 0.661
C -0.45 0.47 0.20 0.371
C -1.67 1.22 0.36 -0.005
N -2.61 1.83 0.71 -0.524
C 0.78 1.24 0.39 0.441
O 0.75 2.44 0.64 -0.571
C 2.05 0.47 0.48 0.401
Cl 3.50 1.36 0.67 -0.156
C 2.05 -0.88 0.57 0.128
Cl 3.51 -1.78 0.71 -0.146
C 0.78 -1.65 0.55 0.369
O 0.76 -2.87 0.68 -0.651
N -1.48 0.81 -2.21 0.382
O -0.53 1.09 -2.96 -0.534
O -2.67 1.01 -2.43 -0.510
```

## Properties
- Kohn-Sham gap: 4.523 eV
- Electronic energy: -45998.06986 eV
- Charge: -1
- Spin multiplicity: 1